Formula: C17H24AlF5O18P
Source: the Open Molecules 2025 dataset
Level of theory: ωB97M-V/def2-TZVPD

Values from the calculation:
* net charge: -1
* E: -3099.84452 hartree
* highest occupied orbital energy: -4.96 eV
* LUMO: 1.766 eV

The geometry in XYZ format:
```
66
Properties=species:S:1:pos:R:3:forces:R:3:lowdin_charge:R:1
C -2.385 2.469 -0.890 -0.1 0.1 -0.1 -0.226
C -1.607 1.369 -0.126 0.0 0.2 -0.2 -0.395
Al -1.347 1.832 1.794 -0.3 -0.4 -0.1 0.256
P 0.175 3.751 1.806 0.4 0.1 0.6 0.390
O 1.342 3.781 2.730 -0.1 0.0 -0.1 -0.422
O -0.673 5.150 2.138 -0.1 0.0 0.0 -0.277
O 0.630 4.114 0.273 -0.2 -0.3 -0.3 -0.244
H -3.208 2.069 -1.500 0.2 0.0 0.1 0.049
H -2.853 3.211 -0.220 0.1 -0.1 -0.1 0.027
H -1.729 3.029 -1.570 -0.1 -0.1 0.2 0.051
H -0.631 1.221 -0.608 -0.2 -0.1 0.1 0.023
H -2.141 0.410 -0.189 0.1 0.1 0.0 0.028
H -0.693 0.667 2.692 0.2 0.1 0.0 -0.112
H -2.737 2.401 2.415 0.1 0.2 0.0 -0.105
H -1.403 5.193 1.512 -0.2 0.0 -0.1 0.035
H 1.079 4.965 0.269 0.2 0.2 0.0 0.046
C 2.438 -2.584 -2.047 0.1 0.1 -0.1 -0.052
C 2.440 -1.228 -1.364 0.0 -0.1 0.0 -0.297
O 1.073 -0.887 -1.360 -0.1 0.0 0.2 0.144
C 0.338 -2.024 -1.381 0.0 0.0 -0.1 -0.525
O -0.818 -2.110 -1.145 0.2 -0.1 -0.1 0.193
O 1.141 -3.081 -1.719 -0.2 -0.1 0.0 0.036
F 3.133 -0.306 -2.080 -0.1 0.0 -0.1 0.072
H 2.516 -2.452 -3.128 0.0 0.0 0.0 0.127
H 3.201 -3.267 -1.686 0.0 0.0 0.1 0.129
H 2.808 -1.224 -0.337 0.1 0.0 0.0 0.176
C -2.500 6.790 4.031 0.1 0.1 0.0 -0.041
C -2.390 7.894 5.067 -0.1 -0.1 0.1 -0.315
O -3.304 8.862 4.594 -0.2 0.0 0.1 0.121
C -4.234 8.233 3.816 0.0 0.1 0.0 -0.560
O -5.240 8.741 3.441 0.1 -0.1 0.0 0.164
O -3.846 6.972 3.563 -0.1 0.0 -0.1 0.079
F -1.156 8.448 5.130 0.0 0.0 -0.1 0.072
H -1.798 6.960 3.214 0.0 0.0 0.1 0.124
H -2.369 5.783 4.411 -0.1 0.0 0.0 0.144
H -2.684 7.605 6.078 0.1 0.0 0.0 0.168
C 4.221 -0.753 -6.928 0.0 0.0 0.1 -0.052
C 3.883 -2.059 -6.229 0.0 0.0 -0.2 -0.322
O 2.489 -1.966 -6.066 -0.1 -0.1 -0.1 0.124
C 1.990 -1.125 -7.023 0.0 0.1 0.0 -0.538
O 0.846 -1.009 -7.293 0.1 0.0 0.0 0.197
O 3.012 -0.468 -7.626 -0.1 0.1 0.0 0.069
F 4.476 -2.163 -5.015 0.0 0.1 0.1 0.071
H 4.409 0.021 -6.182 0.1 0.0 0.0 0.147
H 5.045 -0.819 -7.632 0.0 0.0 0.0 0.137
H 4.113 -2.962 -6.798 0.1 0.0 0.1 0.171
C 0.241 -6.280 -0.464 0.0 0.0 -0.2 -0.038
C 1.544 -6.879 -0.968 -0.1 0.0 0.1 -0.313
O 2.459 -5.824 -0.776 0.2 0.0 0.2 0.124
C 1.980 -5.002 0.203 -0.2 0.1 -0.2 -0.566
O 2.602 -4.130 0.710 0.0 -0.1 0.0 0.180
O 0.709 -5.337 0.499 0.0 0.1 0.2 0.068
F 1.499 -7.200 -2.283 0.0 0.1 -0.1 0.074
H -0.265 -5.750 -1.272 0.0 0.0 0.0 0.148
H -0.428 -6.990 0.012 0.0 0.0 0.1 0.140
H 1.891 -7.755 -0.416 0.0 0.0 -0.1 0.170
C -1.204 -3.625 3.109 0.0 0.0 0.1 -0.062
C -1.238 -2.531 4.160 0.0 -0.1 0.0 -0.330
O -2.168 -1.630 3.619 -0.4 0.2 0.2 0.108
C -3.012 -2.300 2.794 0.1 -0.1 -0.1 -0.539
O -4.034 -1.892 2.363 0.1 0.0 0.1 0.185
O -2.515 -3.550 2.556 -0.1 0.1 -0.1 0.057
F -0.038 -1.931 4.313 0.0 0.0 -0.1 0.071
H -0.462 -3.376 2.352 0.1 0.0 -0.1 0.136
H -1.031 -4.622 3.506 0.0 0.0 0.0 0.134
H -1.582 -2.851 5.148 0.1 0.0 0.0 0.168
```
Forces are in eV/Å.

***

Formula: C17H24BaN2O3S
Source: the Open Molecules 2025 dataset
Level of theory: ωB97M-V/def2-TZVPD

Values from the calculation:
* energy relative to the best compared isomer or geometry (same formula, charge and spin): 357.59 kcal per mole
* net charge: +2
* E: -1419.87316 hartree
* highest occupied orbital energy: -11.94 eV
* LUMO: -8.838 eV

The geometry in XYZ format:
```
48
Properties=species:S:1:pos:R:3:forces:R:3:lowdin_charge:R:1
C -3.882 -1.503 -0.568 1.1 -0.4 -1.2 -0.015
C -2.761 -2.741 -0.651 0.2 -2.8 4.7 -0.292
O -2.585 -3.462 0.459 -0.6 4.2 -7.0 -0.035
O -2.013 -2.991 -1.916 -1.0 1.6 3.5 -0.101
C -0.777 -2.189 -1.811 1.4 1.0 -0.1 -0.175
C -0.459 -1.361 -3.211 -0.7 0.6 0.2 -0.113
C 0.140 0.132 -2.893 1.5 2.1 0.9 -0.018
C 1.510 0.428 -1.980 -3.8 1.9 -2.7 -0.103
O 2.234 -0.737 -1.452 -1.0 3.5 0.5 -0.135
C 2.774 -0.508 -0.105 0.7 -1.4 1.3 -0.151
C 1.642 -0.720 1.108 1.0 0.1 0.6 -0.277
C 2.154 -1.988 2.071 0.1 -0.3 -1.1 -0.089
C 1.683 0.631 2.036 0.3 -0.3 -0.2 -0.150
C 0.561 0.689 3.230 -1.2 2.0 0.9 -0.386
C 0.024 2.273 3.274 0.6 -0.5 -1.3 -0.107
C -0.774 -0.231 2.975 1.3 0.2 -1.2 -0.206
C 1.925 2.005 -1.813 -2.9 0.7 -1.9 -0.006
C 1.065 3.264 -2.491 0.2 -3.1 0.2 0.007
C -0.284 3.020 -3.420 0.1 -1.6 0.2 -0.249
N -1.176 4.003 -4.152 1.4 -6.4 1.6 -0.264
S -2.373 2.937 -4.918 3.4 -1.4 2.7 0.894
N -1.955 1.286 -4.452 4.2 3.6 2.7 -0.292
C -0.703 1.409 -3.568 -0.8 1.5 -1.0 -0.164
H -4.278 -1.373 -1.662 0.7 0.0 2.2 0.102
H -3.283 -0.527 -0.237 -1.4 -2.1 -0.8 0.085
H -4.756 -1.744 0.175 2.0 0.3 -1.5 0.095
H 0.141 -2.873 -1.568 -1.9 1.2 -0.3 0.145
H -0.934 -1.411 -0.939 0.5 -1.3 -1.8 0.103
H 0.254 -1.944 -3.931 -1.3 1.0 1.6 0.136
H -1.502 -1.235 -3.773 2.4 -0.1 1.2 0.127
H 3.362 0.494 0.036 -1.3 -1.7 -0.5 0.125
H 3.569 -1.379 0.084 -1.7 1.9 -0.8 0.149
H 0.574 -0.931 0.628 2.4 0.5 1.0 0.123
H 1.592 -2.001 3.114 1.2 -0.2 -2.2 0.066
H 3.333 -1.938 2.253 -2.7 0.2 -0.2 0.108
H 1.991 -2.997 1.454 0.1 2.1 1.6 0.113
H 2.743 0.669 2.568 -2.2 0.0 -1.2 0.151
H 1.577 1.591 1.335 0.1 -2.0 1.6 0.133
H 0.996 0.482 4.317 -0.5 0.1 -2.2 0.131
H -0.368 2.504 2.174 0.5 -0.4 2.5 0.122
H -0.854 2.428 4.044 1.4 0.0 -1.2 0.028
H 0.909 3.031 3.467 -2.0 -1.6 -0.1 0.122
H -1.071 -0.080 1.835 0.3 -0.6 2.6 0.134
H -1.704 0.129 3.617 2.2 -0.6 -3.8 -0.182
H -0.488 -1.341 3.231 -1.1 1.8 -0.6 0.105
H 2.879 2.278 -1.183 -2.1 -0.5 -1.5 0.089
H 1.467 4.373 -2.331 -0.9 -2.8 -0.4 0.104
Ba -2.119 0.149 5.542 -0.2 0.1 2.5 2.015
```
Forces are in eV/Å.

***

Formula: C17H24ClHfN
Source: the Open Molecules 2025 dataset
Level of theory: ωB97M-V/def2-TZVPD

Values from the calculation:
* energy relative to the best compared isomer or geometry (same formula, charge and spin): 0.00 kcal per mole
* net charge: +2
* E: -1224.62254 hartree
* highest occupied orbital energy: -14.42 eV
* LUMO: -8.211 eV

The geometry in XYZ format:
```
44
Properties=species:S:1:pos:R:3:forces:R:3:lowdin_charge:R:1
C 0.153 0.886 -4.515 0.4 -0.1 -0.7 -0.185
C 1.551 1.340 -4.477 0.3 -0.5 0.8 0.000
C -0.108 -0.569 -4.430 0.1 0.1 0.6 0.012
C -0.947 1.797 -4.794 -0.9 0.2 0.8 0.009
Cl 0.723 1.700 -0.764 0.2 1.6 -1.2 0.137
H -0.104 -0.977 -5.471 0.0 0.3 0.5 0.159
H -1.070 -0.802 -3.954 0.1 0.2 -0.5 0.105
H 0.679 -1.072 -3.852 -0.1 0.1 -0.4 0.098
H 1.932 1.468 -5.503 -0.3 0.0 -0.1 0.149
H 2.172 0.574 -4.001 0.0 0.1 -0.3 0.098
H 1.742 2.286 -3.961 -0.4 0.1 -0.2 0.114
H -1.012 1.952 -5.883 0.2 -0.1 -0.1 0.152
H -0.858 2.805 -4.359 0.4 -0.3 -0.2 0.126
H -1.912 1.368 -4.478 0.4 0.1 -0.3 0.113
C 1.829 -1.448 1.822 -0.6 -1.0 -0.5 -0.175
C 0.948 -2.223 1.000 0.3 0.2 0.8 -0.198
C 1.189 -1.856 -0.360 0.4 0.3 0.4 -0.228
H 0.328 -3.045 1.370 0.1 0.5 -0.3 0.125
C 2.264 -0.898 -0.350 0.3 -0.8 -0.1 -0.211
C 2.657 -0.654 0.994 -0.3 -0.1 -0.4 -0.127
H 3.522 -0.075 1.352 -0.8 -0.1 -0.4 0.134
H 1.896 -1.551 2.908 0.0 0.1 -0.5 0.117
H 0.770 -2.381 -1.212 0.1 0.2 0.1 0.111
H 2.841 -0.604 -1.242 -0.7 0.2 0.6 0.116
C -2.404 1.015 1.079 0.4 -0.5 -0.6 -0.130
C -2.198 -0.155 1.880 -0.9 -0.4 -1.1 -0.180
C -2.097 -1.286 1.004 -0.2 1.2 -0.4 -0.153
H -2.287 -0.183 2.958 0.0 -0.1 -0.1 0.112
C -2.055 -0.774 -0.358 -0.5 -0.7 0.6 -0.213
C -2.269 0.637 -0.297 -0.8 0.0 0.7 -0.223
H -2.499 1.300 -1.132 0.5 -0.2 0.3 0.115
H -2.732 1.994 1.452 0.6 -0.4 -0.2 0.135
H -2.194 -2.325 1.307 0.5 0.2 -0.1 0.126
H -1.944 -1.405 -1.259 -0.3 0.5 0.7 0.120
Hf -0.033 0.046 0.623 1.3 -2.0 0.3 1.188
C -0.403 -0.129 5.940 -0.4 -0.1 -0.1 -0.073
C 0.685 0.685 5.216 0.6 -0.3 0.3 -0.168
C 0.574 0.583 3.748 0.0 1.6 -2.5 -0.045
N 0.460 0.723 2.583 0.2 -0.2 5.0 0.080
H -1.393 0.312 5.754 0.3 -0.1 0.1 0.087
H -0.228 -0.099 7.021 0.0 -0.1 -0.3 0.095
H -0.441 -1.173 5.603 0.2 0.3 0.2 0.086
H 0.554 1.747 5.431 -0.1 0.1 -0.1 0.136
H 1.719 0.467 5.605 -0.9 -0.2 -0.8 0.153
```
Forces are in eV/Å.

***

Formula: C17H24CoN2O12
Source: the Open Molecules 2025 dataset
Level of theory: ωB97M-V/def2-TZVPD

Values from the calculation:
* energy relative to the best compared isomer or geometry (same formula, charge and spin): 37.61 kcal per mole
* spin multiplicity: 4
* <S²>: 3.757
* net charge: -2
* E: -3057.31178 hartree
* highest occupied orbital energy (spin up / spin down): -0.31 / -0.31 eV
* LUMO (spin up / spin down): 3.628 / 3.628 eV

The geometry in XYZ format:
```
56
Properties=species:S:1:pos:R:3:forces:R:3:lowdin_charge:R:1
Co 6.501 3.360 2.489 -3.1 -0.1 -0.5 0.739
C 3.959 0.125 5.410 1.3 -3.1 1.0 -0.040
C 4.631 -1.036 5.947 0.0 2.1 0.7 -0.399
C 6.086 -1.364 5.410 -1.0 0.5 -0.2 -0.388
O 6.677 -2.242 6.033 0.8 0.0 -0.5 -0.028
C 6.550 -0.554 4.298 -0.1 -0.9 0.6 -0.032
C 5.837 0.502 3.771 1.2 0.6 -0.6 -0.363
C 4.529 0.898 4.415 -2.8 2.1 -0.6 -0.415
O 3.859 1.914 4.067 1.9 -0.5 -0.5 -0.025
O 6.343 1.170 2.788 -0.4 0.5 0.4 -0.111
O 4.278 -1.603 6.994 -0.2 -0.7 -0.3 -0.075
H 2.977 0.354 5.796 0.0 0.3 0.0 0.087
H 7.499 -0.719 3.800 0.2 -0.3 0.3 0.085
C 4.688 5.111 2.087 -1.4 -4.5 5.8 -0.906
O 5.924 5.405 2.100 3.2 3.6 -0.7 -0.177
O 3.782 5.486 2.908 0.2 2.9 -2.0 -0.124
O 4.604 3.835 1.828 -0.3 -2.1 -2.6 -0.167
C 8.278 -0.540 -1.535 -1.1 -0.3 -0.6 -0.077
C 8.108 0.536 -0.479 0.5 -1.3 0.5 -0.194
O 8.266 1.820 -1.082 0.5 -1.5 -0.7 0.064
C 7.618 2.834 -0.593 -0.5 2.4 1.3 -0.572
O 6.958 2.921 0.408 0.4 -0.9 -0.7 0.123
O 7.890 3.889 -1.380 0.0 -0.4 -0.9 -0.006
C 7.674 5.197 -0.883 0.6 0.9 0.8 -0.046
H 8.582 -1.514 -1.150 0.2 0.2 0.4 0.073
H 8.950 -0.292 -2.356 0.0 0.3 0.1 0.071
H 7.272 -0.724 -1.920 0.2 0.0 -0.6 0.073
H 8.884 0.320 0.258 0.0 0.9 0.3 0.122
H 7.141 0.408 0.005 0.0 0.5 0.2 0.134
H 7.885 5.895 -1.693 -0.3 -0.3 -0.3 0.082
H 8.454 5.417 -0.149 -0.1 -0.1 0.2 0.091
H 6.728 5.425 -0.391 -0.2 -0.6 -0.1 0.091
C 9.385 4.198 3.266 0.3 -1.2 -0.3 -0.232
O 8.573 3.529 2.641 0.8 0.6 0.1 0.004
N 10.680 3.805 3.373 0.6 1.4 0.1 -0.183
C 11.613 4.565 4.187 0.6 -0.1 -0.3 -0.070
C 11.255 2.661 2.732 0.1 -0.6 -0.2 -0.046
H 9.199 5.126 3.820 -0.5 0.0 -0.1 0.153
H 12.008 3.990 5.029 -0.8 0.0 0.5 0.086
H 11.195 5.538 4.435 -0.1 -0.2 0.4 0.086
H 12.569 4.756 3.688 -0.3 0.2 -0.8 0.078
H 11.502 1.961 3.534 -0.1 -0.5 -0.4 0.099
H 10.623 2.245 1.950 -0.5 -0.1 0.5 0.091
H 12.184 2.886 2.202 0.1 0.5 0.3 0.084
C 6.054 3.903 5.677 0.5 -0.3 0.5 -0.243
O 6.418 3.636 4.555 0.3 0.1 -0.2 0.003
N 6.510 3.224 6.762 -0.2 0.2 0.0 -0.165
C 6.027 3.468 8.106 0.1 -0.7 0.0 -0.069
C 7.391 2.068 6.657 0.3 -0.5 -0.7 -0.034
H 5.430 4.775 5.917 -0.3 -0.2 -0.1 0.157
H 5.468 2.618 8.508 0.3 -0.4 -0.2 0.091
H 5.285 4.258 8.216 0.6 0.6 -0.4 0.084
H 6.959 3.573 8.665 -0.5 0.5 0.8 0.076
H 7.994 2.039 5.748 -0.6 0.4 -0.4 0.086
H 8.183 2.015 7.409 -0.5 0.4 0.6 0.079
H 6.813 1.143 6.669 0.0 -0.1 0.1 0.093
```
Forces are in eV/Å.

***

Q: The lowest net charge belongs to which entry?
A: C17H24CoN2O12

***

Q: The highest E belongs to which entry?
A: C17H24ClHfN